22
Properties=species:S:1:pos:R:3:forces:R:3:nbo_charge:R:1 method="wB97M-V/def2-TZVPD" homo_lumo_gap_ev="9.097 / 5.689" e_tot_ha=-797.91750 lumo_energy_ev="-3.0 / -4.2" total_charge=+1 relative_energy_kcal_mol=70.7
C -2.197 0.725 -1.034 -2.333 -2.301 -1.604 -0.455
H 0.821 -2.437 -0.045 -0.736 0.396 -0.118 0.212
H -2.356 1.279 -1.989 0.504 -0.436 1.005 0.249
N 1.868 -0.798 -0.786 -2.741 -0.665 2.052 -0.558
H 0.674 -1.172 1.974 0.379 0.115 0.279 0.240
H -2.855 -1.257 -0.278 -0.003 -0.055 -0.123 0.214
C 0.613 -0.493 1.123 -2.519 -0.894 0.658 -0.128
C 0.758 -1.344 -0.129 0.416 -0.372 1.397 0.001
N 1.676 0.437 1.033 2.229 2.335 1.115 -0.550
H 2.036 1.093 1.827 -1.039 -1.644 -2.265 0.469
H 3.254 1.944 -0.609 0.481 1.214 0.203 0.413
C -0.782 0.274 1.404 0.301 -2.307 -3.070 -0.551
H -0.746 0.647 2.400 -0.356 0.682 0.540 0.245
H -3.840 0.174 0.252 0.561 -1.001 -1.398 0.224
H 3.557 0.707 -1.698 -0.203 -0.289 -0.102 0.425
H -3.967 -0.498 -1.493 0.694 0.121 1.001 0.246
C 2.241 0.301 -0.153 2.850 0.109 -2.465 0.670
C -3.266 -0.314 -0.633 -0.708 1.804 0.257 -0.674
S -1.220 1.428 0.063 2.042 2.413 1.958 0.372
H 2.002 -1.136 -1.688 1.019 0.178 -1.860 0.441
N 3.235 0.975 -0.786 -0.742 0.420 1.672 -0.754
H -1.505 -0.534 1.245 -0.097 0.180 0.867 0.247

=====

25
Properties=species:S:1:pos:R:3:forces:R:3:nbo_charge:R:1 method="wB97M-V/def2-TZVPD" homo_lumo_gap_ev=9.188 e_tot_ha=-1003.37577 smiles="[H]/N=C/[C@H](C1=NCCCO1)[S@@](=N)(N)=O" lumo_energy_ev=0.0 relative_energy_kcal_mol=38.0
H -1.083 -0.830 4.069 -1.091 -0.505 0.099 0.403
H 1.993 -1.592 1.373 0.097 -0.251 -0.704 0.377
O 1.374 0.782 -0.788 -1.263 0.633 1.890 -0.504
H -2.965 1.880 2.189 1.251 -0.991 0.579 0.357
C -0.214 0.657 0.984 -0.658 -3.170 0.054 -0.515
S 0.024 -1.067 2.071 1.132 -0.165 0.635 2.072
H -1.127 -0.215 -3.109 -2.235 2.113 -1.700 0.201
H -2.203 0.928 0.247 0.471 0.454 1.351 0.197
H -0.452 0.552 3.386 -0.382 0.176 0.826 0.411
N -0.671 -0.349 -1.097 -1.958 0.866 0.216 -0.466
H -0.693 -1.712 -2.614 -0.012 -0.470 0.149 0.210
C -0.490 -0.662 -2.465 4.488 -1.461 0.679 -0.236
H 1.349 -0.298 -3.913 -1.056 -0.385 1.027 0.219
H 2.586 1.064 -2.311 1.758 0.091 -0.391 0.200
C 1.034 -0.417 -2.824 1.411 -2.270 -1.045 -0.451
N -0.317 -0.434 3.585 1.282 0.408 -1.779 -1.014
C 1.577 0.863 -2.159 -2.357 -1.677 -0.568 -0.070
C -1.579 1.073 1.192 -1.703 0.356 -0.676 0.118
H 0.985 1.679 -2.564 -0.063 0.420 -0.120 0.164
N 1.522 -1.289 2.201 -0.616 0.376 0.256 -1.134
H 1.559 -1.463 -2.504 -0.707 2.808 -0.371 0.209
H 0.568 1.120 1.458 1.544 1.716 1.205 0.258
N -1.990 1.480 2.328 -1.509 1.344 -1.117 -0.644
C 0.083 0.389 -0.427 2.247 -1.314 -0.459 0.540
O -0.869 -2.141 1.693 -0.069 0.899 -0.035 -0.902

=====

20
Properties=species:S:1:pos:R:3:forces:R:3:nbo_charge:R:1 method="wB97M-V/def2-TZVPD" homo_lumo_gap_ev=3.824 e_tot_ha=-365.51206 lumo_energy_ev=1.3 total_charge=-1 relative_energy_kcal_mol=167.3
C -1.671 1.157 0.064 -3.173 7.354 -0.221 -0.076
H -3.255 0.279 1.044 -1.183 0.745 1.036 0.134
C 1.016 1.332 -0.180 -3.466 -1.743 0.526 -0.152
H -0.475 -0.124 -0.676 0.986 -1.528 -0.602 0.217
N -2.497 1.946 -0.945 2.228 -3.084 1.448 -0.700
H -3.026 2.663 -0.527 -0.982 0.960 1.283 0.290
C 3.181 0.387 0.974 -3.547 2.730 -0.163 -0.522
H 2.347 -6.660 -1.568 -0.007 0.028 -0.073 0.000
H 3.424 1.408 1.460 0.659 -1.980 -0.953 0.186
O -1.600 -0.840 1.501 -0.675 1.102 -1.255 -0.725
H -2.732 -0.702 -0.246 0.493 0.005 -0.165 0.112
H -1.456 1.872 0.918 -0.646 -0.959 -0.013 0.168
C -0.413 0.933 -0.642 3.528 -1.316 -2.934 -0.495
C -2.371 -0.138 0.643 1.191 -2.679 0.650 -0.023
C 1.848 0.396 0.424 2.526 -0.909 1.193 -0.221
H 1.199 2.350 -0.169 0.820 2.029 -0.185 0.171
H 3.481 -0.604 1.292 0.528 0.449 0.367 0.193
H 2.284 -6.397 -2.260 0.007 -0.027 0.073 0.000
H -0.713 1.325 -1.649 1.256 -0.550 0.687 0.245
H 1.428 -0.583 0.542 -0.543 -0.627 -0.700 0.200